--- A ---
The following is a quantum chemistry calculation of a cluster of 2 separate species, C3H8N2 in total, from OMol25.

Last column: Mulliken spin population.
Atoms and positions in Å:
C1 0.840 -1.508 3.613  -0.078
N1 2.130 -1.443 3.694  0.945
H1 0.192 -2.378 3.298  0.058
H2 0.254 -0.667 4.163  0.083
H3 2.618 -1.744 4.462  -0.008
C2 -1.361 0.159 -3.158  0.000
C3 -0.365 0.763 -2.439  0.000
N2 -0.233 1.807 -1.441  0.000
H4 -2.312 0.752 -2.962  0.000
H5 -1.305 -0.893 -3.436  0.000
H6 0.712 0.387 -2.736  0.000
H7 0.029 2.673 -1.955  0.000
H8 -1.201 2.092 -1.104  0.000

As for the expectation value of S²: 0.766. As for the HOMO energy (spin up / spin down): -11.09 / -11.09 eV. The value obtained for the frontier orbital gap (spin up / spin down) is 3.2 / 2.3 eV. The spin multiplicity is 2. Its charge is +1.

=====

--- B ---
The following is a quantum chemistry calculation of a cluster of 2 separate species, C3H8N2 in total, from OMol25.

Last column: Mulliken spin population.
Atoms and positions in Å:
C1 -1.088 1.288 1.377  -0.001
N1 -0.452 0.431 2.042  0.001
H1 -1.194 1.193 0.297  0.000
H2 -1.625 2.156 1.754  0.000
H3 -0.485 0.511 3.048  0.000
C2 1.445 0.081 -1.228  0.432
C3 0.603 -0.965 -1.542  0.143
N2 -0.128 -1.512 -0.567  0.373
H4 1.518 0.362 -0.175  0.043
H5 2.102 0.713 -1.808  0.024
H6 0.462 -1.325 -2.553  0.010
H7 -0.205 -0.944 0.289  -0.013
H8 -0.953 -1.987 -0.934  -0.011

As for the expectation value of S²: 0.765. As for the HOMO energy (spin up / spin down): -14.40 / -14.40 eV. The value obtained for the frontier orbital gap (spin up / spin down) is 10.4 / 6.8 eV. The spin multiplicity is 2. Its charge is +1.

=====

Stability summary: most stable B, least stable A.

=====

--- A ---
The following is a quantum chemistry calculation of a cluster of 2 separate species, CH4FNP2 in total, from OMol25.

Last column: Löwdin charge in e.
Atoms and positions in Å:
C1 0.304 -0.408 -0.492  -0.409
N1 -1.181 1.641 -0.193  -0.921
F1 -2.251 0.809 2.556  -0.198
P1 -1.277 2.800 0.758  0.782
P2 -1.200 0.397 -1.243  0.771
H1 0.795 -1.166 -1.240  0.049
H2 -0.062 -1.024 0.437  0.060
H3 1.043 0.312 -0.281  -0.019
H4 -2.058 1.713 2.303  -0.116

As for the HOMO energy (spin up / spin down): -7.57 / -7.55 eV. The value obtained for the frontier orbital gap (spin up / spin down) is 6.6 / 6.6 eV. Its charge is 0.

=====

--- B ---
The following is a quantum chemistry calculation of a structure of composition CH4FNP2, from OMol25.

Last column: Löwdin charge in e.
Atoms and positions in Å:
C1 -1.455 -0.318 -0.272  -0.454
N1 -2.333 -1.010 0.285  0.104
F1 -1.780 0.958 -0.601  -0.075
P1 0.808 0.205 -0.264  0.450
P2 2.928 -0.107 -0.332  0.308
H1 -2.038 -1.968 0.548  0.067
H2 0.685 1.303 0.655  -0.055
H3 0.320 1.210 -1.104  -0.090
H4 2.865 -0.274 1.084  -0.254

As for the HOMO energy (spin up / spin down): -8.09 / -8.10 eV. The value obtained for the frontier orbital gap (spin up / spin down) is 6.6 / 6.6 eV. Its charge is 0.

=====

Stability summary: most stable A, least stable B.

=====

--- A ---
The following is a quantum chemistry calculation of a cluster of 2 separate species, C9H16N3O in total, from OMol25.

Last column: Löwdin charge in e.
Atoms and positions in Å:
C1 2.243 -2.652 -0.641  -0.061
C2 0.341 -3.101 0.950  -0.384
N1 -0.481 -2.524 1.914  0.191
N2 1.114 -2.367 0.188  0.039
N3 -0.038 -4.386 0.699  0.209
H1 -0.170 -1.609 2.231  0.104
H2 -1.385 -2.940 2.008  0.116
H3 0.802 -1.406 0.001  0.147
H4 -0.499 -4.815 1.503  0.139
H5 0.465 -4.851 -0.027  0.118
H6 2.964 -3.465 -0.139  0.143
H7 2.932 -1.842 -0.809  0.085
H8 1.972 -3.197 -1.567  0.096
C3 -1.671 3.837 -2.335  -0.062
C4 0.110 1.326 0.529  -0.335
C5 -1.150 1.819 0.760  -0.008
C6 0.841 1.495 -0.584  -0.014
C7 -1.629 2.754 -0.187  -0.021
C8 0.152 2.186 -1.622  -0.020
C9 -1.015 2.881 -1.431  -0.303
O1 0.715 0.488 1.538  -0.044
H9 0.766 1.099 2.287  0.106
H10 -1.757 1.601 1.648  0.127
H11 1.720 1.037 -0.948  0.104
H12 -2.380 3.376 0.275  0.118
H13 0.677 2.349 -2.546  0.116
H14 -2.593 4.291 -1.975  0.075
H15 -1.885 3.496 -3.371  0.092
H16 -0.926 4.739 -2.434  0.127

As for the HOMO energy: -11.75 eV. The value obtained for the frontier orbital gap is 8.7 eV. Its charge is +1.

=====

--- B ---
The following is a quantum chemistry calculation of a cluster of 2 separate species, C9H16N3O in total, from OMol25.

Last column: Löwdin charge in e.
Atoms and positions in Å:
C1 2.737 1.791 -0.418  0.024
C2 1.495 1.844 0.137  0.020
C3 3.259 0.479 -0.679  0.038
C4 2.606 -0.600 -0.076  0.008
C5 0.799 0.677 0.558  -0.233
C6 -2.515 1.072 -1.312  -0.020
C7 0.691 -1.803 0.820  -0.070
C8 -2.883 0.747 0.189  -0.279
C9 0.166 -2.512 -0.421  -0.172
N1 1.381 -0.555 0.474  -0.017
N2 -1.971 -0.076 0.897  0.053
N3 -0.338 0.904 1.313  0.159
O1 -0.724 -1.620 -1.042  -0.059
H1 3.253 2.626 -0.726  0.104
H2 1.169 2.781 0.306  0.090
H3 4.136 0.444 -1.152  0.073
H4 2.894 -1.646 0.053  0.150
H5 -2.817 0.163 -1.823  0.075
H6 -3.065 1.944 -1.503  0.058
H7 -1.357 1.080 -1.297  0.096
H8 -0.024 -1.420 1.558  0.114
H9 1.456 -2.234 1.508  0.154
H10 -2.959 1.586 0.844  0.101
H11 -3.691 0.065 0.356  0.136
H12 -0.449 -3.362 -0.315  0.127
H13 0.905 -2.639 -1.076  0.082
H14 -2.122 -0.307 1.850  0.092
H15 -0.775 1.816 1.335  0.097
H16 -1.256 -1.247 -0.358  -0.003

As for the HOMO energy (spin up / spin down): -12.85 / -12.85 eV. The value obtained for the frontier orbital gap (spin up / spin down) is 8.3 / 8.3 eV. Its charge is +1.

=====

Stability summary: most stable A, least stable B.

=====

--- A ---
The following is a quantum chemistry calculation of a cluster of 2 separate species, C3H8O3 in total, from OMol25.

Last column: Löwdin charge in e.
Atoms and positions in Å:
C1 -0.789 -0.078 -2.584  -0.312
O1 0.434 -0.820 -2.448  -0.090
C2 -1.119 0.669 -1.290  -0.103
H1 -0.617 0.669 -3.355  0.106
H2 -1.648 -0.677 -2.889  0.103
H3 0.333 -1.301 -1.609  0.081
H4 -0.408 1.444 -0.974  0.072
H5 -2.014 1.258 -1.527  0.073
H6 -1.131 0.066 -0.378  0.067
O2 0.962 -0.338 2.157  0.062
C3 1.640 -0.443 3.140  -0.385
O3 1.147 -0.253 4.379  0.058
H7 2.705 -0.680 3.080  0.138
H8 0.505 0.484 4.299  0.129

As for the HOMO energy: -10.17 eV. The value obtained for the frontier orbital gap is 10.8 eV. As for the structure (SMILES): O=CO.CCO. Its charge is 0.

=====

--- B ---
The following is a quantum chemistry calculation of the molecule C3H8O3, from OMol25.

Last column: Löwdin charge in e.
Atoms and positions in Å:
O1 1.686 -0.178 0.769  -0.112
H1 2.601 0.070 0.555  0.080
C1 0.852 0.770 -0.134  -0.176
C2 -0.492 0.529 0.123  -0.495
O2 -0.987 1.565 -0.711  -0.018
H2 -2.020 1.382 -0.401  0.198
C3 -0.803 -0.892 -0.090  -0.390
O3 -0.489 -1.982 0.517  -0.001
H3 0.449 -1.844 0.762  0.109
H4 -1.985 -0.942 -0.365  0.159
H5 -0.636 -1.290 -1.263  0.170
H6 -0.713 0.405 1.175  0.171
H7 1.387 0.702 -1.221  0.193
H8 1.149 1.705 0.283  0.112

As for the HOMO energy: -9.12 eV. The value obtained for the frontier orbital gap is 9.9 eV. As for the structure (SMILES): OCC(O)CO. Its charge is 0.

=====

Stability summary: most stable A, least stable B.

=====

--- A ---
The following is a quantum chemistry calculation of a cluster of 2 separate species, C3H8O3 in total, from OMol25.

Last column: Löwdin charge in e.
Atoms and positions in Å:
H1 1.015 1.922 -0.091  0.028
O1 2.457 2.045 -0.066  0.012
O2 0.021 1.668 -0.087  0.053
H2 2.613 1.701 0.826  0.089
H3 2.666 1.341 -0.698  0.095
C1 -0.005 0.367 0.236  -0.555
O3 0.789 -0.103 1.015  0.082
C2 -1.172 -0.363 -0.356  -0.156
H4 -2.077 0.110 -0.005  0.116
H5 -1.274 -0.219 -1.427  0.119
C3 -1.239 -1.826 0.081  -0.096
H6 -2.252 -2.248 -0.024  0.077
H7 -0.570 -2.434 -0.517  0.071
H8 -0.972 -1.962 1.113  0.065

As for the HOMO energy: -10.28 eV. The value obtained for the frontier orbital gap is 10.8 eV. As for the structure (SMILES): CCC(=O)O.O. Its charge is 0.

=====

--- B ---
The following is a quantum chemistry calculation of the molecule C3H8O3, from OMol25.

Last column: Löwdin charge in e.
Atoms and positions in Å:
O1 1.506 1.600 -0.056  -0.071
C1 1.169 0.220 -0.252  -0.173
C2 -0.343 0.141 -0.544  -0.355
O2 -0.975 1.106 0.275  -0.041
C3 -0.986 -1.197 -0.174  -0.220
O3 -0.860 -1.431 1.210  -0.063
H1 1.885 1.720 0.822  0.101
H2 1.769 -0.154 -1.088  0.125
H3 1.389 -0.373 0.642  0.127
H4 -0.537 0.350 -1.609  0.148
H5 -0.312 1.821 0.316  0.084
H6 -2.046 -1.162 -0.473  0.124
H7 -0.523 -2.041 -0.697  0.128
H8 -1.111 -0.586 1.615  0.087

As for the HOMO energy: -10.30 eV. The value obtained for the frontier orbital gap is 11.0 eV. As for the structure (SMILES): OCC(O)CO. Its charge is 0.

=====

Stability summary: most stable A, least stable B.

=====

--- A ---
The following is a quantum chemistry calculation of the molecule CH2F2N2O, from OMol25.

Last column: Löwdin charge in e.
Atoms and positions in Å:
C1 -0.247 2.352 0.423  -0.568
N1 0.530 1.218 0.613  -0.074
N2 0.297 0.137 -0.149  0.062
O1 -0.476 1.509 1.728  0.002
F1 0.256 3.542 0.594  0.198
F2 -1.277 2.374 -0.394  0.175
H1 -0.663 -0.014 -0.455  0.101
H2 0.708 -0.690 0.266  0.104

As for the HOMO energy: -10.33 eV. The value obtained for the frontier orbital gap is 11.3 eV. As for the structure (SMILES): NN1OC1(F)F. Its charge is 0.

=====

--- B ---
The following is a quantum chemistry calculation of the molecule CH2F2N2O, from OMol25.

Last column: Löwdin charge in e.
Atoms and positions in Å:
C1 0.367 -0.697 -0.682  -0.761
N1 0.326 0.746 -0.210  0.206
N2 -0.417 1.012 0.704  0.182
O1 -0.410 -1.065 -1.623  0.022
F1 1.735 -0.941 -0.766  0.059
F2 -0.108 -1.308 0.510  -0.030
H1 -0.765 0.236 1.202  0.124
H2 -0.729 2.017 0.865  0.198

As for the HOMO energy: -10.21 eV. The value obtained for the frontier orbital gap is 8.4 eV. Its charge is 0.

=====

Stability summary: most stable B, least stable A.